Entry 1:
# C16H15F3N6O4PdS

C16H15F3N6O4PdS as an isolated structure (the ωB97M-V functional and the def2-TZVPD basis, OMol25).

Last column: Löwdin charge in e.
Atoms and positions in Å:
1 Pd -0.082 1.079 1.009  1.111
2 N -0.678 -7.064 -1.478  0.102
3 C -0.654 -5.710 -1.205  -0.319
4 C -0.594 -4.778 -2.244  -0.026
5 C -0.618 -3.423 -1.969  -0.058
6 C -0.713 -2.984 -0.654  -0.311
7 C -0.763 -3.903 0.388  -0.049
8 C -0.735 -5.254 0.115  -0.027
9 S -0.753 -1.270 -0.339  0.560
10 O -0.796 -0.614 -1.623  -0.322
11 O -1.799 -0.970 0.620  -0.338
12 N 0.597 -0.847 0.495  -0.192
13 C 1.749 -0.575 -0.250  -0.483
14 N 2.171 -1.423 -1.183  0.149
15 C 3.278 -1.076 -1.825  -0.113
16 C 3.967 0.098 -1.557  -0.054
17 C 3.434 0.910 -0.573  -0.123
18 N 2.329 0.585 0.091  0.095
19 H -0.338 -7.354 -2.378  0.090
20 H -0.435 -7.687 -0.728  0.090
21 H -0.529 -5.121 -3.269  0.110
22 H -0.559 -2.697 -2.766  0.110
23 H -0.830 -3.558 1.412  0.123
24 H -0.783 -5.970 0.926  0.112
25 H 3.629 -1.765 -2.586  0.111
26 H 4.868 0.364 -2.088  0.098
27 H 3.902 1.849 -0.299  0.112
28 C -1.389 6.076 -0.956  -0.003
29 N -1.569 4.678 -0.597  -0.121
30 C -2.759 3.985 -0.571  -0.046
31 C -2.460 2.727 -0.155  -0.094
32 N -1.108 2.648 0.069  -0.068
33 C -0.606 3.833 -0.198  -0.138
34 H -2.343 6.467 -1.298  0.091
35 H -0.663 6.166 -1.761  0.095
36 H -1.060 6.648 -0.091  0.097
37 H -3.690 4.446 -0.848  0.120
38 H -3.103 1.876 -0.015  0.115
39 H 0.426 4.122 -0.086  0.145
40 F 1.556 3.082 4.984  0.147
41 C 0.372 2.455 4.915  -0.563
42 F 0.320 1.573 5.909  0.159
43 F -0.583 3.375 5.134  0.145
44 C 0.177 1.799 3.531  -0.582
45 O 0.295 2.600 2.552  -0.085
46 O -0.080 0.601 3.443  0.028

- Energy: -2073.86911 hartree
- 2S+1: 3
- Net charge: 0
- Orbital gap (alpha / beta): 8.6 / 6.9 eV
- E_LUMO (alpha / beta): 0.0157 / -0.0488 Eh
- ΔE to the lowest compared entry with this formula, charge and spin: 0.000 eV

Entry 2:
# C16H15F3NO6S

C16H15F3NO6S as an isolated structure in a non-equilibrium geometry (the ωB97M-V functional and the def2-TZVPD basis, OMol25).

Last column: Löwdin charge in e.
Atoms and positions in Å:
1 C -1.365 -3.794 0.379  -0.084
2 C -1.930 -2.491 -0.128  -0.181
3 O -1.324 -1.335 0.567  -0.016
4 C -1.128 -0.168 -0.083  -0.389
5 C -0.902 1.024 0.996  -0.455
6 F -0.046 0.439 1.887  0.017
7 C -2.396 1.474 1.498  -0.588
8 O -3.392 1.645 0.815  0.075
9 O -2.405 1.500 2.854  -0.035
10 C -3.367 2.524 3.197  -0.245
11 C -3.303 2.708 4.681  -0.070
12 O -1.111 -0.043 -1.287  0.114
13 H -1.620 -4.581 -0.339  0.076
14 H -0.276 -3.770 0.459  0.061
15 H -1.780 -4.081 1.348  0.069
16 H -1.692 -2.427 -1.198  0.119
17 H -3.020 -2.413 0.052  0.127
18 H -3.078 3.432 2.640  0.123
19 H -4.343 2.181 2.832  0.125
20 H -4.014 3.484 4.942  0.072
21 H -3.588 1.791 5.196  0.080
22 H -2.311 3.021 5.013  0.083
23 F -1.063 4.548 -0.587  -0.056
24 C -0.694 3.206 -0.689  -0.531
25 F 0.537 3.062 -1.267  0.025
26 S -0.570 2.791 1.090  1.169
27 N 2.382 -0.131 -0.014  0.124
28 C 3.007 0.715 -0.982  -0.453
29 O 3.094 1.915 -1.102  0.042
30 C 3.608 -0.270 -1.935  -0.120
31 C 3.084 -1.512 -1.634  -0.145
32 C 3.279 -2.640 -2.372  -0.033
33 C 4.046 -2.480 -3.528  -0.096
34 C 4.616 -1.221 -3.851  -0.095
35 C 4.379 -0.082 -3.056  -0.025
36 C 2.068 -1.383 -0.562  -0.435
37 O 1.171 -2.210 -0.348  0.021
38 H -1.513 2.690 -1.194  0.130
39 H 2.809 -3.561 -2.012  0.115
40 H 4.160 -3.329 -4.207  0.087
41 H 5.219 -1.134 -4.755  0.083
42 H 4.770 0.905 -3.316  0.112

- Energy: -1822.67472 hartree
- 2S+1: 1
- Net charge: -1
- Orbital gap: 7.1 eV
- E_LUMO: 0.0990 Eh
- ΔE to the lowest compared entry with this formula, charge and spin: 1.547 eV

Entry 3:
# C16H15F5N3O5OsS

C16H15F5N3O5OsS as an isolated structure in a non-equilibrium geometry (the ωB97M-V functional and the def2-TZVPD basis, OMol25).

Last column: Löwdin charge in e.
Atoms and positions in Å:
1 Os -0.945 0.485 -0.352  1.588
2 O -1.811 -1.612 0.855  -0.161
3 C -1.444 -2.648 -0.055  -0.199
4 C -1.783 -2.272 -1.493  -0.118
5 N -1.150 -0.983 -1.910  -0.278
6 C -2.121 -0.227 -2.737  -0.090
7 C -3.310 0.192 -1.825  -0.601
8 O -4.438 0.171 -2.223  0.145
9 O -2.926 0.516 -0.603  -0.187
10 C 0.127 -1.196 -2.626  -0.050
11 C 1.240 -0.249 -2.135  -0.592
12 O 2.349 -0.361 -2.582  0.132
13 O 0.883 0.593 -1.197  -0.219
14 H -2.771 -1.592 0.958  0.112
15 H -0.373 -2.792 0.081  0.097
16 H -1.949 -3.583 0.195  0.141
17 H -1.480 -3.084 -2.155  0.144
18 H -2.866 -2.161 -1.578  0.134
19 H -1.656 0.686 -3.119  0.141
20 H -2.501 -0.810 -3.579  0.148
21 H 0.507 -2.206 -2.466  0.142
22 H 0.021 -1.054 -3.703  0.148
23 F 6.162 -1.597 -1.084  0.188
24 C 5.029 -1.350 -0.472  -0.106
25 C 4.096 -2.367 -0.298  -0.134
26 F 4.331 -3.583 -0.773  0.152
27 C 2.913 -2.095 0.351  -0.231
28 F 2.009 -3.067 0.474  0.094
29 C 2.613 -0.815 0.846  -0.524
30 S 1.121 -0.504 1.643  0.849
31 C 3.569 0.195 0.646  -0.236
32 F 3.313 1.418 1.074  0.124
33 C 4.753 -0.064 -0.010  -0.128
34 F 5.634 0.903 -0.208  0.158
35 C -1.819 3.212 4.302  0.019
36 N -1.458 3.028 2.907  -0.099
37 C -1.286 4.015 1.970  -0.018
38 C -1.012 3.393 0.793  -0.082
39 N -1.007 2.035 1.007  -0.160
40 C -1.282 1.855 2.297  -0.149
41 H -1.898 4.273 4.517  0.101
42 H -1.066 2.769 4.950  0.105
43 H -2.782 2.744 4.502  0.105
44 H -1.373 5.061 2.198  0.136
45 H -0.825 3.829 -0.172  0.121
46 H -1.337 0.899 2.789  0.136

- Energy: -2147.06367 hartree
- 2S+1: 5
- Net charge: +1
- Orbital gap (alpha / beta): 9.0 / 6.1 eV
- E_LUMO (alpha / beta): -0.0950 / -0.2235 Eh
- ΔE to the lowest compared entry with this formula, charge and spin: 0.277 eV

Entry 4:
# C16H15N3O2PtS

C16H15N3O2PtS as an isolated structure (the ωB97M-V functional and the def2-TZVPD basis, OMol25).

Last column: Löwdin charge in e.
Atoms and positions in Å:
1 Pt 0.365 0.558 0.567  1.177
2 C -1.002 -0.603 -3.850  -0.062
3 C -0.375 -1.833 -3.980  -0.059
4 C 0.292 -2.376 -2.899  -0.009
5 C 0.315 -1.686 -1.684  -0.228
6 N -0.303 -0.503 -1.575  0.015
7 C -0.929 0.026 -2.622  -0.133
8 C 1.044 -2.172 -0.480  -0.214
9 C 1.506 -3.490 -0.432  -0.052
10 C 2.226 -3.950 0.655  -0.095
11 C 2.502 -3.080 1.701  -0.097
12 C 2.033 -1.777 1.656  -0.140
13 C 1.278 -1.285 0.587  -0.268
14 H -1.523 -0.138 -4.674  0.103
15 H -0.390 -2.361 -4.925  0.109
16 H 0.809 -3.317 -3.003  0.102
17 H -1.383 0.997 -2.459  0.094
18 H 1.298 -4.177 -1.241  0.096
19 H 2.574 -4.974 0.683  0.099
20 H 3.082 -3.417 2.551  0.100
21 H 2.293 -1.114 2.476  0.079
22 N -0.068 0.633 2.786  -0.070
23 C -0.216 2.047 3.148  -0.163
24 C 0.731 2.929 2.317  -0.706
25 O 0.812 4.114 2.600  0.029
26 O 1.363 2.346 1.355  -0.196
27 H -0.831 0.054 3.112  0.097
28 H 0.789 0.253 3.171  0.074
29 H -0.047 2.238 4.209  0.120
30 H -1.236 2.356 2.915  0.114
31 S -2.172 4.507 -0.667  1.054
32 C -3.217 3.154 -0.603  -0.390
33 C -2.519 2.057 -0.222  -0.261
34 N -1.183 2.273 0.005  -0.126
35 C -0.869 3.525 -0.199  -0.457
36 H -4.266 3.227 -0.833  0.068
37 H -2.916 1.061 -0.099  0.111
38 H 0.134 3.899 -0.046  0.086

- Energy: -1450.91100 hartree
- 2S+1: 3
- Net charge: 0
- Orbital gap (alpha / beta): 7.0 / 7.8 eV
- E_LUMO (alpha / beta): 0.0136 / -0.0142 Eh

Entry 5:
# C16H15N5O3S

One molecule with the formula C16H15N5O3S in a non-equilibrium geometry (the ωB97M-V functional and the def2-TZVPD basis, OMol25).

Last column: Löwdin charge in e.
Atoms and positions in Å:
1 C -5.725 -1.627 -0.563  -0.014
2 C -5.336 -0.285 -0.006  -0.399
3 O -6.117 0.414 0.597  0.095
4 C -3.923 0.153 -0.221  -0.135
5 C -3.518 1.335 0.404  0.008
6 C -2.218 1.787 0.277  -0.047
7 C -1.329 1.055 -0.488  -0.279
8 C -1.714 -0.100 -1.138  -0.052
9 C -3.014 -0.556 -1.003  0.004
10 H -3.302 -1.464 -1.507  0.115
11 H -0.992 -0.629 -1.738  0.112
12 S 0.379 1.583 -0.572  0.660
13 O 0.462 2.991 -0.812  -0.275
14 O 1.096 0.691 -1.429  -0.262
15 N 0.956 1.384 0.996  -0.109
16 H 0.812 2.232 1.523  0.112
17 C 0.579 0.181 1.708  -0.159
18 C 0.853 -1.007 0.864  -0.313
19 N -0.038 -1.932 0.585  0.078
20 N 0.558 -2.794 -0.228  -0.023
21 N 1.749 -2.447 -0.469  0.070
22 N 2.000 -1.323 0.207  -0.014
23 C 3.219 -0.641 0.080  -0.214
24 C 3.850 -0.662 -1.157  -0.017
25 C 5.047 0.008 -1.320  -0.064
26 C 5.614 0.690 -0.256  -0.081
27 C 4.988 0.691 0.979  -0.073
28 C 3.789 0.025 1.155  -0.020
29 H 3.317 0.013 2.124  0.106
30 H 5.435 1.212 1.812  0.105
31 H 6.547 1.218 -0.387  0.104
32 H 5.536 0.002 -2.282  0.107
33 H 3.383 -1.190 -1.973  0.113
34 H 1.149 0.131 2.642  0.125
35 H -0.492 0.150 1.959  0.125
36 H -1.888 2.700 0.748  0.119
37 H -4.242 1.877 0.993  0.122
38 H -5.656 -1.612 -1.649  0.090
39 H -6.749 -1.852 -0.275  0.087
40 H -5.061 -2.400 -0.183  0.092

- Energy: -1516.35578 hartree
- SMILES: CC(=O)c1ccc(S(=O)(=O)NCc2nnnn2-c2ccccc2)cc1
- 2S+1: 1
- Net charge: 0
- Orbital gap: 9.0 eV
- E_LUMO: -0.0162 Eh
- ΔE to the lowest compared entry with this formula, charge and spin: 1.081 eV

Entry 6:
# C16H15N7O3

One molecule with the formula C16H15N7O3 in a non-equilibrium geometry (the ωB97M-V functional and the def2-TZVPD basis, OMol25).

Last column: Löwdin charge in e.
Atoms and positions in Å:
1 C -5.957 1.084 -0.381  -0.061
2 O -5.049 0.053 0.039  -0.077
3 C -3.821 0.414 0.483  -0.261
4 C -2.956 -0.657 0.826  0.024
5 C -1.606 -0.413 0.992  -0.006
6 C -1.103 0.888 0.797  -0.190
7 N 0.289 1.152 0.779  0.047
8 C 1.307 0.299 0.487  -0.104
9 N 2.448 0.875 0.947  -0.017
10 C 3.714 0.278 1.311  0.012
11 C 2.155 2.147 1.428  -0.005
12 C 0.833 2.324 1.300  0.009
13 C -1.992 1.970 0.709  -0.001
14 C -3.360 1.746 0.584  0.000
15 H -6.868 0.553 -0.644  0.092
16 H -6.168 1.798 0.422  0.091
17 H -5.586 1.629 -1.258  0.101
18 H -3.360 -1.666 0.900  0.129
19 H -0.921 -1.216 1.272  0.113
20 H 3.794 -0.722 0.905  0.088
21 H 4.554 0.884 0.969  0.102
22 H 3.819 0.223 2.404  0.110
23 H 2.878 2.840 1.823  0.135
24 H 0.199 3.172 1.506  0.125
25 H -1.631 3.003 0.752  0.112
26 H -4.050 2.585 0.514  0.109
27 O 0.288 1.180 -1.836  -0.004
28 N 1.115 0.443 -2.437  -0.352
29 C 1.789 -0.611 -1.781  -0.143
30 C 1.244 -0.883 -0.389  -0.122
31 N 2.003 -2.065 0.089  -0.040
32 N 1.594 -2.743 1.223  0.017
33 N 1.965 -3.975 1.084  -0.051
34 N 2.604 -4.184 -0.100  0.055
35 C 2.588 -3.003 -0.741  -0.330
36 C 2.976 -2.690 -2.053  -0.050
37 C 2.529 -1.490 -2.565  -0.017
38 O 1.352 0.611 -3.660  -0.015
39 H 0.179 -1.183 -0.486  0.151
40 H 3.536 -3.430 -2.603  0.099
41 H 2.674 -1.221 -3.613  0.124

- Energy: -1227.51484 hartree
- 2S+1: 1
- Net charge: 0
- Orbital gap: 6.7 eV
- E_LUMO: -0.0123 Eh
- ΔE to the lowest compared entry with this formula, charge and spin: 0.556 eV

Entry 7:
# C16H15NO4

One molecule with the formula C16H15NO4 in a non-equilibrium geometry (the ωB97M-V functional and the def2-TZVPD basis, OMol25).

Last column: Löwdin charge in e.
Atoms and positions in Å:
1 C -5.439 4.480 2.584  -0.052
2 H -5.322 4.746 3.600  0.074
3 H -5.441 5.440 1.980  0.107
4 H -6.474 4.185 2.343  0.090
5 O -4.530 3.628 1.845  -0.077
6 C -3.155 3.701 2.092  -0.323
7 O -2.620 4.695 2.659  0.075
8 C -2.487 2.578 1.402  -0.241
9 C -1.071 2.664 1.445  -0.068
10 C -0.253 1.752 1.063  0.065
11 C -0.923 0.353 0.518  -0.146
12 C -2.251 0.311 0.357  0.042
13 C -2.953 1.603 0.884  -0.024
14 H -4.164 1.272 1.003  0.191
15 H -2.695 -0.431 -0.052  0.033
16 N 0.020 -0.566 0.096  0.111
17 C 1.374 -0.500 -0.066  -0.495
18 O 2.150 0.236 0.231  0.197
19 C 1.547 -1.933 -0.717  -0.068
20 C 2.912 -2.007 -1.340  0.035
21 C 3.384 -3.103 -2.103  -0.394
22 C 2.732 -4.471 -1.703  0.121
23 C 1.460 -4.400 -0.998  -0.069
24 C 1.084 -3.247 -0.357  -0.090
25 H -0.046 -3.236 -0.098  0.123
26 H 0.918 -5.191 -0.867  0.035
27 H 3.177 -5.050 -2.247  -0.008
28 O 4.363 -3.280 -2.755  0.001
29 C 5.387 -2.079 -2.875  0.117
30 H 6.156 -2.310 -3.464  0.032
31 H 5.529 -1.671 -2.039  -0.004
32 H 4.714 -1.238 -3.626  0.190
33 H 3.357 -0.997 -1.518  0.103
34 H -0.542 -1.202 -0.376  0.102
35 H 0.885 1.813 1.071  0.123
36 H -0.784 3.456 2.028  0.093

- Energy: -974.03903 hartree
- SMILES: COC(=O)c1ccc(NC(=O)c2cccc(OC)c2)cc1
- 2S+1: 1
- Net charge: 0
- Orbital gap: 8.4 eV
- E_LUMO: 0.0068 Eh
- ΔE to the lowest compared entry with this formula, charge and spin: 11.473 eV

Entry 8:
# C16H15NO4S

One molecule with the formula C16H15NO4S (the ωB97M-V functional and the def2-TZVPD basis, OMol25).

Last column: Löwdin charge in e.
Atoms and positions in Å:
1 C -1.373 -2.051 -1.617  -0.352
2 H -2.288 -2.579 -1.868  0.037
3 H -1.349 -1.080 -2.104  0.040
4 H -0.509 -2.639 -1.907  0.028
5 S -1.281 -1.838 0.193  0.883
6 C -2.763 -0.852 0.403  -0.471
7 C -3.967 -1.484 0.654  -0.106
8 C -5.124 -0.737 0.785  -0.088
9 C -5.066 0.642 0.665  -0.070
10 C -3.864 1.282 0.425  -0.002
11 C -2.693 0.541 0.297  -0.228
12 N -1.447 1.115 0.066  0.126
13 C -1.132 2.403 -0.195  -0.431
14 O -1.908 3.326 -0.280  0.084
15 C 0.367 2.629 -0.405  -0.046
16 H 0.730 3.336 0.351  0.143
17 H 0.512 3.095 -1.387  0.152
18 O 1.106 1.418 -0.332  -0.005
19 C 2.394 1.514 0.039  -0.392
20 O 2.916 2.587 0.288  0.106
21 C 3.081 0.224 0.113  -0.057
22 C 2.416 -0.977 -0.159  -0.020
23 C 3.074 -2.181 -0.080  -0.081
24 C 4.421 -2.210 0.271  -0.066
25 C 5.098 -1.042 0.541  -0.003
26 C 4.446 0.193 0.471  -0.253
27 O 5.151 1.292 0.748  0.090
28 H 4.564 2.077 0.667  0.091
29 H 6.141 -1.046 0.815  0.119
30 H 4.940 -3.154 0.333  0.108
31 H 2.547 -3.100 -0.285  0.101
32 H 1.373 -0.947 -0.427  0.071
33 H -0.678 0.448 0.100  0.077
34 H -3.817 2.354 0.333  0.103
35 H -5.966 1.230 0.764  0.106
36 H -6.064 -1.230 0.979  0.102
37 H -3.988 -2.559 0.744  0.104

- Energy: -1372.66370 hartree
- SMILES: CSc1ccccc1NC(=O)COC(=O)c1ccccc1O
- 2S+1: 1
- Net charge: 0
- Orbital gap: 9.1 eV
- E_LUMO: 0.0084 Eh
- ΔE to the lowest compared entry with this formula, charge and spin: 0.000 eV